(1)
81
Properties=species:S:1:pos:R:3:forces:R:3 method="wB97M-V/def2-TZVPD" de_lowest_ev=0.000 orbital_gap_ev="8.46 / 3.20" e_lumo_ev="-2.13 / -7.39" spin_multiplicity=2 charge=+1
C -2.48989 1.03598 1.83731 0.72 0.79 0.44
O -3.52750 1.07825 2.79073 -0.96 -0.08 -0.64
C -4.54502 0.10563 2.44541 0.46 -0.84 1.49
C -5.62928 0.02518 3.58076 1.92 -0.18 -1.29
N -6.34519 1.27123 3.66339 -1.01 -0.10 1.07
C -7.20584 1.08841 4.87267 0.14 0.69 -0.66
C -7.81710 2.43308 5.27662 1.45 -0.60 0.49
O -8.34658 2.29781 6.57890 -1.80 1.63 0.22
C -9.13034 3.50056 7.02430 0.64 -2.03 -0.50
H -2.10548 0.04008 1.61704 -0.54 -0.37 -0.21
H -1.62009 1.53763 2.26146 -0.09 0.31 0.25
H -2.73593 1.58424 0.92793 -0.16 -0.31 -0.23
H -3.91605 -0.78116 2.36734 -0.63 -0.83 0.23
H -5.00368 0.18247 1.45960 -0.07 0.86 -0.10
H -5.16100 -0.09055 4.55822 0.69 -0.61 -0.03
H -6.27338 -0.84661 3.46570 -0.15 0.13 -0.43
H -5.62204 1.85975 4.05171 0.17 0.84 -0.49
H -6.54809 0.66705 5.63288 -0.33 0.14 0.67
H -7.96811 0.34220 4.64858 -0.17 0.11 0.03
H -8.41843 2.74871 4.42405 -0.95 0.17 0.44
H -7.02944 3.17908 5.38236 0.44 0.17 -0.45
H -9.77349 3.80095 6.19712 -0.04 0.16 0.12
H -8.51639 4.32685 7.38263 0.35 -0.09 -0.30
H -9.72259 3.13823 7.86457 -0.04 0.06 -0.16
C 0.85876 -0.08255 -0.28344 -1.18 -0.88 -0.28
O 2.00383 0.69238 -0.25537 2.14 1.47 -0.62
C 2.79679 0.63528 -1.43694 0.65 0.82 1.65
C 3.94534 1.74465 -1.25378 -0.15 0.68 1.29
N 4.70568 1.62994 0.06386 -2.15 -2.76 -3.87
C 5.68534 0.56869 0.02518 1.19 1.53 1.43
C 6.71126 0.87100 1.17853 0.08 -1.71 1.07
O 6.08744 0.73383 2.48842 -0.72 -0.02 -2.43
C 7.01846 0.57159 3.52418 -0.23 0.64 0.83
H 0.12958 0.28611 -1.00488 -0.06 0.00 -0.18
H 0.37569 -0.03170 0.69235 0.24 -0.10 -0.01
H 1.14672 -1.10307 -0.53585 -0.35 -0.31 0.07
H 2.31747 1.00284 -2.34428 -0.39 -0.29 -0.07
H 3.21564 -0.36115 -1.57766 0.05 -0.07 -0.22
H 3.39225 2.68190 -1.19246 0.05 0.07 -0.10
H 4.61762 1.74961 -2.11176 0.12 -0.08 0.28
H 4.02377 1.44313 0.78510 -0.24 0.85 1.13
H 6.10951 0.46801 -0.97385 0.37 0.39 0.21
H 5.12143 -0.35016 0.18587 -0.04 -0.26 0.58
H 7.25592 1.81137 1.09401 -0.51 0.39 -0.28
H 7.49463 0.11590 1.11319 0.06 -0.27 -0.16
H 6.47654 0.48654 4.46608 -0.31 -0.15 -0.18
H 7.54307 1.52214 3.62087 0.86 -0.31 -0.01
H 7.61142 -0.33784 3.42705 0.39 0.24 -0.26
C 6.31250 -3.15369 -2.15902 0.04 -0.67 -0.43
O 5.34919 -3.16299 -3.15872 -0.73 0.80 -1.32
C 5.37683 -1.95322 -3.93324 -0.93 -0.58 -0.79
C 4.13507 -2.00280 -4.84228 1.16 -0.85 0.41
N 2.92291 -1.76845 -4.07830 -0.57 0.59 -1.08
C 1.76548 -1.99967 -4.99120 -0.37 -0.26 0.90
C 0.44796 -1.91028 -4.18659 1.73 2.03 -0.01
O 0.56112 -2.77342 -3.10876 -1.09 -1.72 0.28
C -0.73780 -3.05677 -2.60938 -0.24 -0.80 0.51
H 6.37551 -4.15805 -1.74022 -0.30 0.14 0.32
H 5.95341 -2.41212 -1.44542 0.91 0.15 0.58
H 7.27228 -3.00938 -2.65510 0.42 0.70 0.58
H 6.26870 -1.84548 -4.55053 0.34 -0.50 -0.03
H 5.36862 -1.04629 -3.32866 -0.24 0.08 0.60
H 4.10254 -3.02584 -5.21701 0.21 -0.40 -0.17
H 4.28098 -1.43489 -5.76113 -0.34 0.75 0.35
H 2.92245 -2.53119 -3.41624 -0.30 -0.07 0.38
H 1.85250 -3.00163 -5.41144 -0.14 -0.30 -0.15
H 1.82168 -1.31585 -5.83815 -0.18 0.28 0.21
H -0.48244 -1.92065 -4.75435 0.09 -0.92 -0.31
H 0.41922 -0.94283 -3.68528 0.03 0.85 -0.42
H -0.70983 -3.81246 -1.82436 0.57 0.32 0.31
H -1.37558 -3.55957 -3.33637 0.01 0.34 -0.58
H -1.24191 -2.16554 -2.23566 0.03 0.12 0.02
O -2.96518 -0.58853 -4.07557 0.16 0.01 0.00
H -3.86187 -0.59554 -4.41043 -0.34 0.01 0.03
H -2.43136 -0.88467 -4.81285 0.16 -0.05 -0.18
O -2.53694 0.01391 -1.32774 0.58 -0.39 0.46
H -3.14186 0.75527 -1.35384 -0.28 0.47 0.05
H -2.49543 -0.29395 -2.23313 -0.16 -0.10 -0.41
O -4.10567 2.39921 -1.23315 0.03 -0.08 -0.06
H -4.46521 2.76785 -0.42626 -0.16 0.00 0.33
H -4.15110 3.11622 -1.86566 0.02 0.14 -0.25

(2)
101
Properties=species:S:1:pos:R:3:forces:R:3 method="wB97M-V/def2-TZVPD" orbital_gap_ev=8.98 e_lumo_ev=-0.07 smiles="N=P(O)(O)[C@H]1COC(=O)O1.COP(=O)(OC)OC.COP(=O)(OC)OC.COP(=O)(OC)OC.COP(=O)(OC)OC.COP(=O)(OC)OC"
N -1.44776 -1.13136 4.94890 -0.31 -2.33 -1.80
P -1.33500 -2.24223 3.79108 0.76 3.45 2.93
O -0.98990 -1.38660 2.33258 -1.35 -3.09 1.05
O -0.05822 -3.32786 4.12914 -1.39 1.88 -1.57
C -3.01020 -3.07751 3.53926 -0.73 -1.05 -2.33
C -3.11570 -4.62320 3.14512 0.30 1.30 0.43
O -4.58577 -4.73363 3.13420 -0.58 1.81 1.69
C -5.14066 -3.65600 3.93476 -1.27 0.15 -0.17
O -6.32504 -3.27092 3.99844 5.68 -2.22 -0.21
O -3.99374 -3.06662 4.61853 -1.10 -0.31 -1.49
H -2.40109 -1.14253 5.34842 0.64 0.21 -0.16
H -1.59468 -1.77970 1.64519 1.02 0.61 0.50
H 0.78386 -2.80332 4.21051 -1.14 -0.54 -0.03
H -3.55181 -2.43435 2.74165 1.37 -0.86 0.74
H -2.74761 -4.96516 2.11317 -0.49 0.68 1.71
H -2.57219 -5.13097 4.03266 -1.30 0.15 -1.56
C 0.87128 -0.13408 -0.73390 -0.23 0.36 0.71
O 1.16266 -0.50311 -2.07315 -0.06 -0.82 -0.82
P 1.00491 -2.03927 -2.49453 -0.52 -0.19 -0.19
O -0.09783 -2.77906 -1.83738 0.90 0.58 -0.20
O 2.46674 -2.66572 -2.27644 -0.77 -0.03 -0.54
C 3.02279 -2.64486 -0.97396 0.30 0.00 0.52
O 0.90906 -1.95238 -4.08629 0.47 0.64 1.21
C 0.71207 -3.17322 -4.78540 -0.20 -0.64 -0.37
H 0.50769 0.89441 -0.72854 0.06 -0.11 -0.15
H 0.10578 -0.77594 -0.29434 0.08 -0.01 -0.09
H 1.77914 -0.18275 -0.12971 -0.06 -0.01 -0.01
H 2.25563 -2.78111 -0.20758 0.03 -0.03 -0.03
H 3.53640 -1.69295 -0.82175 -0.02 -0.03 0.08
H 3.75354 -3.45185 -0.88969 -0.14 0.07 -0.13
H -0.34872 -3.42914 -4.78208 0.08 -0.04 0.05
H 1.28864 -3.98492 -4.33544 -0.05 0.04 -0.04
H 1.04317 -3.04027 -5.81651 0.01 0.16 0.18
C -4.81141 3.36270 4.84031 -0.03 0.57 -0.47
O -4.49014 2.23421 5.63843 -0.31 -0.97 0.28
P -5.62031 1.13013 5.89764 -0.09 -0.39 -0.24
O -6.55649 0.88885 4.77490 0.59 0.42 0.79
O -6.31271 1.57748 7.27283 0.39 -0.81 -0.38
C -6.94880 2.84191 7.32852 -0.28 0.56 0.07
O -4.76081 -0.13791 6.35008 0.05 1.37 -0.15
C -5.47529 -1.33722 6.61727 -0.49 -0.64 0.07
H -3.90494 3.69667 4.33312 -0.01 -0.15 0.12
H -5.56479 3.12538 4.08652 0.02 -0.07 0.09
H -5.17232 4.17497 5.47422 0.00 -0.04 -0.04
H -7.42182 3.09560 6.37667 -0.06 0.01 0.09
H -6.20860 3.60104 7.59093 -0.06 0.03 -0.04
H -7.71382 2.81823 8.10693 0.10 -0.10 -0.15
H -5.67043 -1.86010 5.68333 -0.16 0.19 0.23
H -6.41892 -1.13108 7.12840 0.07 0.01 -0.01
H -4.86208 -1.97159 7.25983 0.07 0.22 -0.07
C -10.71055 1.92805 4.64876 0.52 -0.63 -0.08
O -11.52923 3.08280 4.52144 -0.26 1.07 0.45
P -11.55057 4.14540 5.71808 0.34 0.25 -0.10
O -10.26997 4.33093 6.43866 -0.87 -0.35 -0.40
O -12.78533 3.69220 6.63642 0.31 0.75 -0.33
C -12.75302 2.40550 7.22582 -0.06 -0.52 0.22
O -12.12471 5.45404 5.00404 0.09 -1.34 -0.01
C -12.22727 6.62603 5.79909 0.05 0.60 0.37
H -10.38703 1.62202 3.65310 -0.09 0.15 0.07
H -9.82535 2.12276 5.25722 -0.07 0.05 -0.04
H -11.28572 1.11244 5.09133 0.03 0.04 -0.01
H -11.73672 2.11766 7.50639 -0.04 0.02 0.02
H -13.16413 1.68063 6.51994 0.06 -0.04 0.06
H -13.37784 2.41234 8.12125 0.09 0.13 -0.14
H -11.25901 7.12799 5.83683 -0.06 -0.05 0.07
H -12.55960 6.38938 6.81264 0.03 0.04 -0.06
H -12.95730 7.29448 5.33988 0.07 -0.21 -0.07
C 8.83741 -2.49295 -6.46375 0.77 -0.14 -0.18
O 7.53466 -1.97071 -6.24693 -0.82 0.16 0.72
P 6.75753 -2.37579 -4.90700 0.06 0.34 0.48
O 7.59839 -2.54840 -3.70003 -0.51 -0.08 -1.00
O 5.88915 -3.66095 -5.31792 -0.13 0.72 0.40
C 6.56710 -4.81905 -5.76829 0.22 -0.45 -0.22
O 5.64320 -1.23664 -4.80128 0.91 -0.65 -0.87
C 4.79070 -1.27760 -3.66564 -0.31 0.00 0.60
H 9.40534 -1.77264 -7.05460 -0.16 0.00 0.06
H 9.36698 -2.66675 -5.52500 -0.12 0.03 -0.01
H 8.77388 -3.42701 -7.02538 0.00 0.04 0.03
H 7.51969 -4.95390 -5.24982 -0.05 -0.02 0.01
H 6.73680 -4.73605 -6.84402 0.06 -0.06 0.04
H 5.93712 -5.69115 -5.58158 0.02 0.20 0.05
H 5.28990 -0.80403 -2.81791 0.00 -0.07 -0.01
H 4.52266 -2.30399 -3.40943 0.02 0.13 -0.06
H 3.87751 -0.72567 -3.89424 0.16 -0.08 -0.14
C 9.52383 2.05658 -7.39414 -0.58 -0.22 0.48
O 10.37221 2.36719 -8.48901 0.98 -0.15 -0.46
P 11.93095 2.02051 -8.37421 0.18 -0.48 -0.12
O 12.26438 0.79021 -7.61987 -0.37 0.99 -0.36
O 12.60231 3.36419 -7.81121 0.14 -0.58 -0.64
C 12.19216 3.84568 -6.54475 -0.16 0.25 0.48
O 12.39547 2.02725 -9.90258 -0.92 0.44 0.90
C 13.75281 1.70024 -10.16202 0.65 -0.26 -0.13
H 8.52605 1.84093 -7.77906 0.16 0.05 -0.09
H 9.87867 1.18516 -6.84023 0.06 0.06 -0.07
H 9.45666 2.91400 -6.72175 0.01 -0.05 -0.02
H 11.96498 3.02647 -5.85794 0.05 0.03 -0.01
H 11.31186 4.47928 -6.67326 0.01 -0.03 0.08
H 12.99658 4.44953 -6.11998 -0.04 -0.14 -0.15
H 13.87053 0.61549 -10.17943 0.04 0.07 0.07
H 14.41527 2.13089 -9.40747 -0.03 -0.05 -0.05
H 14.02689 2.10393 -11.13800 -0.21 0.02 0.11